[1]
Entry from the Open Molecules 2025 dataset: a molecular structure, C9H11Cl2NO2Ru in a non-equilibrium geometry (ωB97M-V with the def2-TZVPD basis set).

Output
Charge: -1
E: -1569.792053 Ha
<S²>: 8.776
LUMO (alpha / beta): 3.3 / 2.6 eV
Orbital gap (alpha / beta): 3.82 / 7.76 eV
E_HOMO (alpha / beta): -0.537 / -5.181 eV
Molar mass: 337.17 g/mol
Largest force on an atom: 0.1891 Eh/bohr
Spin multiplicity: 6

Cartesian coordinates (Å):
C: 2.689179 1.095782 -0.679660
C: 1.643453 2.048178 -0.905646
C: 0.597821 1.401632 -1.656527
C: 1.017964 0.055077 -1.921772
C: 2.312401 -0.133393 -1.329951
Ru: 0.880980 0.412986 0.196145
N: 0.777381 -0.753656 1.420459
C: -0.170479 1.053717 2.211126
C: -0.346050 1.916160 1.084198
H: -0.347702 1.831388 -1.942988
H: 1.629479 3.051779 -0.525956
H: 0.446593 -0.692572 -2.447794
H: 2.885315 -1.054133 -1.330469
H: 3.589066 1.266005 -0.107126
H: 0.242661 2.838305 1.064354
H: 0.636290 1.282637 2.916663
H: 0.822256 -1.653399 1.915736
H: -1.282341 1.864197 0.515805
H: -0.999103 0.428565 2.551970
Cl: -3.358081 -2.871646 1.586225
C: -2.861161 -2.780497 -0.110486
Cl: -4.129910 -2.233216 -1.210070
C: -1.644242 -1.741446 -0.249262
O: -0.696243 -2.237732 -0.898135
O: -1.816572 -0.622036 0.277411
H: -2.518955 -3.772682 -0.424251

Forces on atoms 1 to 2 (eV/Å):
C 1.26 0.29 -1.36
C 0.81 0.18 -1.26



[2]
Entry from the Open Molecules 2025 dataset: a single C3H7NO molecule in a non-equilibrium geometry (ωB97M-V with the def2-TZVPD basis set).

Output
Energy relative to the best compared isomer or geometry (same formula, charge and spin): 3.2173 eV
Charge: 0
E: -248.408260 Ha
SMILES: C=NOCC
LUMO: 1.0 eV
Orbital gap: 10.80 eV
E_HOMO: -9.750 eV
Molar mass: 73.09 g/mol
Largest force on an atom: 0.0338 Eh/bohr

Cartesian coordinates (Å):
C: 0.088896 -0.728558 -1.767866
N: -0.531391 0.397298 -1.685497
O: -0.368368 1.191567 -0.612738
C: 0.417982 0.707784 0.470305
C: -0.439022 -0.103259 1.414406
H: -0.057169 -1.233098 -2.703234
H: 0.832586 -1.186329 -1.101674
H: 1.329199 0.175478 0.074797
H: 0.711676 1.636941 0.932140
H: -1.363023 0.453334 1.630600
H: -0.682070 -1.052349 0.974453
H: 0.060705 -0.258809 2.374310

Forces on atoms 1 to 2 (eV/Å):
C -0.03 0.83 -0.07
N 0.49 -1.56 -0.59



[3]
Entry from the Open Molecules 2025 dataset: a molecular structure, C40H47GdN6S3 in a non-equilibrium geometry (ωB97M-V with the def2-TZVPD basis set).

Output
Energy relative to the best compared isomer or geometry (same formula, charge and spin): 0.0000 eV
Charge: 0
E: -3840.890920 Ha
<S²>: 15.910
LUMO (alpha / beta): -1.1 / -1.1 eV
Orbital gap (alpha / beta): 5.44 / 5.46 eV
E_HOMO (alpha / beta): -6.552 / -6.584 eV
Molar mass: 865.31 g/mol
Largest force on an atom: 0.0610 Eh/bohr
Spin multiplicity: 8

Cartesian coordinates (Å):
Gd: -0.464233 0.007035 -0.213700
C: 2.462339 -2.390868 -3.064192
C: 2.392529 -0.917656 -3.580854
C: 1.439625 0.053389 -2.809731
N: 0.142612 -0.378714 -2.332782
C: -0.844742 -0.775060 -3.187528
C: -0.586142 -1.120402 -4.517774
C: -1.362869 -1.645895 -5.529911
C: -2.770406 -1.654959 -5.663974
C: -3.638486 -1.165683 -4.698619
C: -3.337205 -0.718643 -3.431268
C: -2.186259 -0.860465 -2.618877
N: -2.203983 -1.057913 -1.291042
C: -3.260336 -1.844502 -0.617225
C: -3.830733 -1.340654 0.734139
C: -2.853616 -0.763989 1.773298
N: -1.452545 -1.209117 1.541903
C: -1.069400 -2.418567 1.934891
C: -1.821573 -3.234696 2.813175
C: -1.586277 -4.521690 3.283732
C: -0.353942 -5.101973 3.444026
C: 0.860102 -4.695759 2.900410
C: 1.122233 -3.711369 1.971494
C: 0.207305 -2.800153 1.344294
N: 0.490916 -2.235808 0.165277
C: 1.067854 -3.006258 -0.931517
C: 2.420061 -2.565455 -1.476155
H: 1.669000 -2.981398 -3.514953
H: 3.376545 -2.840240 -3.448620
H: 3.392066 -0.494323 -3.396345
H: 2.233358 -0.913285 -4.672857
H: 2.029797 0.293857 -1.874655
H: 1.362913 1.014372 -3.339057
H: 0.459767 -1.004982 -4.766178
H: -0.848160 -1.926640 -6.427070
H: -3.200866 -2.025090 -6.589178
H: -4.726640 -1.234064 -4.916071
H: -4.210875 -0.458005 -2.833340
H: -4.121113 -2.128999 -1.287198
H: -2.774735 -2.800927 -0.373884
H: -4.652587 -0.636416 0.615172
H: -4.341463 -2.221065 1.178545
H: -2.802965 0.330644 1.694000
H: -3.160107 -0.961362 2.841090
H: -2.777837 -2.836254 3.099008
H: -2.396415 -5.096090 3.716904
H: -0.292488 -5.967645 4.123754
H: 1.696590 -5.281859 3.285864
H: 2.132592 -3.608118 1.499124
H: 0.334955 -2.884052 -1.733947
H: 1.114896 -4.075846 -0.706826
H: 2.696881 -1.657002 -0.967307
H: 3.188859 -3.320700 -1.172533
C: 3.852707 -0.450692 3.896506
C: 4.226524 0.302735 2.643578
S: 2.688584 0.889902 1.835496
C: 2.495583 2.496291 2.565927
C: 1.085359 2.808718 3.117604
S: -0.034832 1.335690 3.150560
C: 0.098725 0.808794 4.911769
C: 1.395379 0.143235 5.220725
S: 2.062837 -0.733615 3.790622
H: 4.137350 0.058495 4.824354
H: 4.243231 -1.501121 3.924614
H: 4.695657 -0.364805 1.904124
H: 4.851285 1.138893 2.880221
H: 2.727282 3.213006 1.787762
H: 3.219665 2.551898 3.366978
H: 0.545978 3.439851 2.420557
H: 1.226829 3.329025 4.065539
H: -0.724866 0.095798 5.108614
H: -0.084525 1.673910 5.547572
H: 1.267517 -0.668941 5.950315
H: 2.132876 0.858590 5.583800
C: 2.944160 5.116007 -2.533892
C: 3.450974 3.952884 -1.958141
C: 2.564517 3.054108 -1.317362
C: 1.208724 3.334548 -1.095160
C: 0.759216 4.559299 -1.592042
C: 1.561608 5.406734 -2.320284
N: 0.354245 2.459670 -0.409506
N: -0.454395 3.186101 0.334819
C: -1.816484 3.036851 0.192148
C: -2.576827 4.231525 0.313319
C: -3.804681 4.263200 -0.358019
C: -4.396208 3.057564 -0.799277
C: -3.698580 1.845852 -0.692686
C: -2.388094 1.811019 -0.176005
H: 3.621445 5.886644 -3.030454
H: 4.511904 3.741663 -2.020301
H: 2.926142 2.107229 -0.950618
H: -0.284135 4.825376 -1.421223
H: 1.084343 6.304379 -2.754325
H: -2.118807 5.068554 0.806594
H: -4.368987 5.208002 -0.450702
H: -5.428462 3.004242 -1.137291
H: -4.125560 0.904202 -1.101767

Forces on atoms 1 to 2 (eV/Å):
Gd -0.18 0.57 1.25
C -0.16 0.47 1.01



[4]
Entry from the Open Molecules 2025 dataset: a single C16H19NO2S2 molecule (ωB97M-V with the def2-TZVPD basis set).

Output
Energy relative to the best compared isomer or geometry (same formula, charge and spin): 0.0000 eV
Charge: 0
E: -1622.709267 Ha
SMILES: O=C(CCSc1ccccc1)NCCSCc1ccco1
LUMO: 0.7 eV
Orbital gap: 8.81 eV
E_HOMO: -8.155 eV
Molar mass: 321.47 g/mol
Largest force on an atom: 0.0191 Eh/bohr

Cartesian coordinates (Å):
O: -0.622112 -2.249376 -1.592612
C: -0.792100 -1.918979 -0.437846
C: 0.354702 -1.647642 0.526292
C: 1.564626 -2.500763 0.179697
S: 3.078989 -1.880375 0.978916
C: 3.332129 -0.297867 0.221954
C: 4.060033 0.633961 0.956618
C: 4.327136 1.880708 0.425851
C: 3.870881 2.210740 -0.840719
C: 3.152848 1.280525 -1.571650
C: 2.880137 0.027998 -1.049590
N: -2.014252 -1.752891 0.110131
C: -3.237366 -1.866815 -0.646168
C: -3.916226 -0.513261 -0.822719
S: -4.270422 0.248235 0.808843
C: -3.557050 1.929929 0.556261
C: -2.095910 1.903335 0.341814
C: -1.046433 1.924811 1.215788
C: 0.128563 1.881222 0.426340
C: -0.292081 1.826980 -0.866109
O: -1.632914 1.836404 -0.928773
H: 0.612374 -0.588713 0.419202
H: 0.045347 -1.818923 1.557906
H: 1.710133 -2.547070 -0.898719
H: 1.451792 -3.516962 0.556467
H: 4.411301 0.365654 1.941468
H: 4.890423 2.598296 1.003914
H: 4.077075 3.185622 -1.255899
H: 2.807519 1.524745 -2.565673
H: 2.322989 -0.680275 -1.642020
H: -2.107019 -1.387674 1.046248
H: -3.915151 -2.557198 -0.133878
H: -2.971158 -2.277100 -1.623788
H: -4.860888 -0.626772 -1.353283
H: -3.267702 0.172096 -1.364335
H: -3.808287 2.467284 1.468187
H: -4.071160 2.371599 -0.296654
H: -1.106143 1.973575 2.283612
H: 1.141933 1.901292 0.772786
H: 0.242203 1.775148 -1.792714

Forces on atoms 1 to 2 (eV/Å):
O 0.18 -0.10 -0.52
C 0.10 0.16 0.66



[5]
Entry from the Open Molecules 2025 dataset: 4 unconnected molecules or ions with the total composition C18H45BrN3O6 in a non-equilibrium geometry (ωB97M-V with the def2-TZVPD basis set).

Output
Energy relative to the best compared isomer or geometry (same formula, charge and spin): 2.8726 eV
Charge: -1
E: -3902.350816 Ha
LUMO: 2.6 eV
Orbital gap: 6.06 eV
E_HOMO: -3.492 eV
Molar mass: 479.48 g/mol
Largest force on an atom: 0.0594 Eh/bohr

Cartesian coordinates (Å):
Br: -1.407400 -0.756047 0.607945
C: -2.272140 -10.526157 -2.267835
O: -2.295220 -9.322207 -1.582835
C: -1.060030 -8.644947 -1.901335
C: -1.145270 -7.177667 -1.542605
N: -1.347480 -6.934377 -0.125545
C: -0.179610 -7.324987 0.689945
C: -0.452550 -6.876397 2.173965
O: -1.626890 -7.512677 2.804055
C: -1.645500 -7.518817 4.275225
H: -1.332640 -11.076497 -2.217265
H: -2.438780 -10.137307 -3.272395
H: -3.175370 -11.116637 -2.114155
H: -0.792760 -8.609567 -2.957465
H: -0.291800 -9.119027 -1.290465
H: -1.993750 -6.776287 -2.096755
H: -0.244410 -6.674207 -1.893445
H: -1.265010 -5.927817 -0.137485
H: 0.734740 -6.832157 0.359515
H: 0.038090 -8.391517 0.746565
H: -0.501630 -5.789467 2.239355
H: 0.405030 -7.020437 2.831165
H: -1.323990 -6.557377 4.675665
H: -1.076660 -8.289357 4.795605
H: -2.678770 -7.675827 4.584735
C: 0.063850 4.539043 -6.019635
O: 0.860420 3.416553 -5.797245
C: 0.092130 2.267283 -5.517725
C: 1.136640 1.126953 -5.579865
N: 2.087920 1.271483 -4.453045
C: 3.128010 0.244073 -4.501335
C: 4.173240 0.638883 -5.576215
O: 4.541150 2.105043 -5.534705
C: 5.879870 2.416523 -6.070045
H: -0.280220 4.984823 -5.086365
H: -0.770310 4.390313 -6.705325
H: 0.677930 5.363833 -6.381175
H: -0.681700 2.194933 -6.281955
H: -0.459770 2.304703 -4.578525
H: 1.558140 1.142313 -6.584955
H: 0.657120 0.149763 -5.522675
H: 1.508730 0.945323 -3.692605
H: 2.752260 -0.777427 -4.560045
H: 3.642530 0.232313 -3.540485
H: 3.668500 0.329803 -6.491525
H: 5.033430 -0.018237 -5.448285
H: 5.712850 2.458433 -7.146355
H: 6.644320 1.665803 -5.869715
H: 6.376300 3.293323 -5.654265
C: -4.101250 4.445683 3.582965
O: -3.220490 4.741883 4.698335
C: -3.683280 5.620403 5.615115
C: -2.600990 6.353673 6.466345
N: -1.445870 6.536513 5.625095
C: -0.309160 7.099603 6.346645
C: 0.865380 7.239203 5.414045
O: 1.306870 5.978143 4.984815
C: 2.631490 5.937203 4.576145
H: -4.344260 5.241973 2.879435
H: -5.070040 3.993473 3.795205
H: -3.595670 3.662483 3.018085
H: -4.445370 5.060143 6.156785
H: -4.294430 6.373943 5.118345
H: -2.313610 5.611773 7.211385
H: -3.018790 7.232493 6.957485
H: -1.674400 7.073813 4.800965
H: -0.071950 6.444123 7.184605
H: -0.550500 8.068513 6.783765
H: 1.670020 7.680923 6.001855
H: 0.680000 7.877003 4.549785
H: 2.719700 4.942953 4.138215
H: 3.323430 5.952053 5.418225
H: 2.909610 6.733973 3.886285

Forces on atoms 1 to 2 (eV/Å):
Br 0.03 -0.05 -0.07
C -1.15 0.48 -1.85



[6]
Entry from the Open Molecules 2025 dataset: a molecular structure, C32H24BrN5O5Ti (ωB97M-V with the def2-TZVPD basis set).

Output
Charge: +1
E: -5307.218086 Ha
<S²>: 0.760
LUMO (alpha / beta): -4.0 / -4.3 eV
Orbital gap (alpha / beta): 6.63 / 6.41 eV
E_HOMO (alpha / beta): -10.676 / -10.684 eV
Molar mass: 686.34 g/mol
Largest force on an atom: 0.0162 Eh/bohr
Spin multiplicity: 2

Cartesian coordinates (Å):
Ti: -0.116851 -2.349130 -0.612538
C: -1.427897 -5.333546 -0.158505
O: -1.548694 -3.898403 -0.234563
C: -2.776365 -3.368349 -0.652953
C: -3.804727 -4.116222 -1.186642
C: -4.972927 -3.461098 -1.560342
C: -5.106161 -2.089151 -1.402860
C: -4.066013 -1.343708 -0.871588
C: -2.898367 -1.986165 -0.497173
N: -1.734947 -1.352941 0.008358
N: -1.853239 -0.297814 0.702569
C: -0.751866 0.181314 1.333303
C: 0.405212 -0.603151 1.581092
O: 0.559677 -1.811866 1.080148
C: 1.428926 -0.088439 2.412360
C: 1.347667 1.177846 2.896581
C: 0.223090 2.016581 2.647151
C: 0.174151 3.331131 3.148349
C: -0.919880 4.121164 2.914450
C: -1.997398 3.613889 2.174087
C: -1.967661 2.338038 1.666390
C: -0.853798 1.514258 1.892587
H: -2.238137 -5.727947 0.451047
H: -1.438778 -5.765701 -1.158180
H: -0.474659 -5.527606 0.324856
H: -3.717078 -5.184917 -1.314791
H: -5.784547 -4.036851 -1.982717
H: -6.021117 -1.597965 -1.702223
H: -4.142913 -0.272969 -0.742561
H: 2.286332 -0.720328 2.602069
H: 2.161749 1.576812 3.490152
H: 1.016936 3.705607 3.715839
H: -0.955192 5.132635 3.294646
H: -2.860305 4.240276 1.990879
H: -2.798965 1.963923 1.086092
C: 2.886584 -3.975305 -0.775541
O: 2.220355 -2.726537 -1.022662
C: 2.900236 -1.572779 -0.700926
C: 4.162513 -1.528258 -0.151731
C: 4.679254 -0.276987 0.183797
Br: 6.406144 -0.193288 0.933027
C: 3.958045 0.881983 0.012236
C: 2.672876 0.836192 -0.542339
C: 2.188114 -0.397626 -0.933199
O: 0.883496 -0.551239 -1.450987
C: 1.908090 2.092058 -0.590695
N: 2.346690 3.192034 -0.042346
C: 1.359590 4.131507 -0.270716
C: 1.308440 5.479918 0.089573
C: 0.192647 6.198113 -0.279269
C: -0.861732 5.602051 -0.995660
C: -0.829491 4.272737 -1.360331
C: 0.300654 3.553143 -0.981441
N: 0.674237 2.239778 -1.169912
H: 3.076766 -4.097588 0.291252
H: 3.817940 -4.018747 -1.338202
H: 2.216281 -4.749435 -1.140385
H: 4.739352 -2.421221 0.033203
H: 4.351161 1.842027 0.312476
H: 0.922453 -0.846973 -2.379767
H: 2.126260 5.934867 0.631713
H: 0.122945 7.246757 -0.023062
H: -1.716301 6.205793 -1.271248
H: -1.640394 3.819570 -1.915665
H: 0.139352 1.512086 -1.606514
O: 0.325755 -4.985797 -3.299666
C: 0.040631 -3.895528 -2.969865
N: -0.254217 -2.782541 -2.610546

Forces on atoms 1 to 2 (eV/Å):
Ti 0.69 -0.18 -0.44
C 0.04 0.00 -0.04



What did the second record say?
Entry from the Open Molecules 2025 dataset: a single C3H7NO molecule in a non-equilibrium geometry (ωB97M-V with the def2-TZVPD basis set).

Output
Energy relative to the best compared isomer or geometry (same formula, charge and spin): 3.2173 eV
Charge: 0
E: -248.408260 Ha
SMILES: C=NOCC
LUMO: 1.0 eV
Orbital gap: 10.80 eV
E_HOMO: -9.750 eV
Molar mass: 73.09 g/mol
Largest force on an atom: 0.0338 Eh/bohr

Cartesian coordinates (Å):
C: 0.088896 -0.728558 -1.767866
N: -0.531391 0.397298 -1.685497
O: -0.368368 1.191567 -0.612738
C: 0.417982 0.707784 0.470305
C: -0.439022 -0.103259 1.414406
H: -0.057169 -1.233098 -2.703234
H: 0.832586 -1.186329 -1.101674
H: 1.329199 0.175478 0.074797
H: 0.711676 1.636941 0.932140
H: -1.363023 0.453334 1.630600
H: -0.682070 -1.052349 0.974453
H: 0.060705 -0.258809 2.374310

Forces on atoms 1 to 2 (eV/Å):
C -0.03 0.83 -0.07
N 0.49 -1.56 -0.59



Question: Among the records above, which one has the lowest largest force on an atom?
Answer: C32H24BrN5O5Ti